{"formula": "C39H29F12N3O6S3W", "method": "ωB97M-V/def2-TZVPD", "species": ["W", "C", "C", "C", "C", "C", "N", "C", "C", "C", "C", "C", "C", "C", "C", "O", "C", "F", "F", "F", "C", "F", "F", "F", "C", "C", "C", "O", "C", "F", "F", "F", "C", "F", "F", "F", "H", "H", "H", "H", "H", "H", "H", "H", "H", "H", "H", "H", "S", "C", "N", "C", "C", "C", "C", "C", "C", "S", "H", "H", "H", "H", "O", "C", "O", "C", "C", "C", "C", "C", "C", "S", "H", "H", "H", "H", "O", "C", "O", "C", "N", "C", "C", "C", "H", "H", "H", "H", "H", "H", "H", "H", "H"], "positions_angstrom": [[-0.148500, 0.012700, -0.484400], [5.722000, 2.926800, -0.545700], [4.654100, 1.906000, -0.312200], [4.642000, 0.700500, -1.003000], [3.660500, -0.244600, -0.785500], [2.630900, -0.007600, 0.138600], [1.595300, -0.900800, 0.408100], [1.882000, -2.260600, 0.471500], [3.193100, -2.733600, 0.654700], [3.487800, -4.072900, 0.763200], [2.483500, -5.031700, 0.774700], [2.766500, -6.497500, 0.901800], [1.177400, -4.582100, 0.682900], [0.862200, -3.239300, 0.504000], [-0.613000, -2.874300, 0.485900], [-0.876000, -1.579200, 0.110500], [-1.218000, -3.121100, 1.899800], [-1.594100, -4.399900, 2.065600], [-0.351000, -2.856100, 2.875600], [-2.301300, -2.374300, 2.112300], [-1.455400, -3.698000, -0.527500], [-1.439100, -5.027400, -0.446800], [-2.745200, -3.337500, -0.452500], [-1.055300, -3.382700, -1.765800], [2.637600, 1.231600, 0.829800], [3.630400, 2.167300, 0.592100], [1.383300, 1.488000, 1.647300], [0.303000, 1.303000, 0.801600], [1.198400, 0.466900, 2.818800], [0.973700, 1.029400, 4.005700], [0.125000, -0.312500, 2.544300], [2.242100, -0.344000, 2.991300], [1.260200, 2.930800, 2.186700], [1.305800, 3.806000, 1.176000], [2.231800, 3.284000, 3.037100], [0.103800, 3.129200, 2.811400], [6.328400, 2.658300, -1.405300], [6.372600, 3.003800, 0.324200], [5.274200, 3.902500, -0.714200], [5.412200, 0.496100, -1.734100], [3.651900, -1.166500, -1.351600], [3.995600, -2.017900, 0.741100], [4.522600, -4.370700, 0.842300], [3.819200, -6.675300, 1.110100], [2.498900, -7.002600, -0.027000], [2.173000, -6.931800, 1.706100], [0.385300, -5.310300, 0.748600], [3.633100, 3.116500, 1.103500], [-1.230200, 2.885800, -0.765600], [0.258400, 2.849600, -1.510500], [0.848700, 1.683500, -1.810200], [1.920400, 1.897900, -2.671600], [2.635800, 0.930700, -3.374000], [3.620600, 1.329000, -4.256300], [3.932500, 2.671400, -4.442000], [3.243500, 3.648600, -3.750700], [2.224500, 3.251900, -2.903100], [1.090900, 4.275900, -2.068500], [2.412900, -0.113200, -3.238900], [4.155000, 0.575900, -4.815200], [4.700700, 2.955100, -5.144000], [3.466200, 4.694300, -3.877700], [1.692600, -2.554200, -2.971600], [0.728900, -1.820000, -2.888100], [0.623700, -0.921900, -1.914000], [-0.374700, -1.788400, -3.873500], [-0.258900, -2.626500, -4.986200], [-1.202100, -2.618800, -5.988900], [-2.274000, -1.736100, -5.904000], [-2.419100, -0.925700, -4.799100], [-1.498000, -0.954800, -3.746800], [-1.913800, 0.034700, -2.339500], [0.602600, -3.276800, -5.023100], [-1.111300, -3.292300, -6.827800], [-3.003000, -1.698200, -6.701400], [-3.256100, -0.251000, -4.715000], [-3.470200, 1.466600, 2.023000], [-3.089400, 1.095800, 0.911100], [-2.063400, 0.442500, 0.607400], [-4.045400, 1.547800, -0.259400], [-4.913100, 2.558300, 0.390900], [-6.323300, 2.182500, 0.192900], [-6.248300, 0.662800, 0.102000], [-4.989300, 0.440500, -0.734400], [-3.452600, 1.955800, -1.076300], [-4.683900, 3.512600, 0.119600], [-4.569400, 2.361700, 1.427200], [-6.690100, 2.613700, -0.741500], [-6.936500, 2.540800, 1.019900], [-7.133400, 0.232800, -0.357600], [-6.124500, 0.239500, 1.098400], [-5.199600, 0.567200, -1.796900], [-4.551300, -0.544000, -0.592300]], "atomic_forces_ev_per_a": [[-1.60, 0.74, -1.33], [0.00, -0.03, 0.06], [-0.04, -0.23, -0.16], [0.15, 0.14, 0.28], [-0.59, 0.02, 0.24], [1.18, 0.86, 0.15], [-1.01, 0.78, -0.52], [-0.48, -0.61, 0.11], [-0.16, 0.38, 0.00], [-0.20, -0.10, 0.00], [-0.01, 0.14, 0.06], [-0.03, 0.05, -0.06], [0.20, 0.11, -0.11], [0.02, 0.14, -0.19], [0.21, -0.76, 0.15], [0.23, 0.02, 0.60], [-0.32, 0.20, 0.74], [0.08, -0.19, -0.20], [0.15, 0.07, -0.09], [-0.05, 0.18, -0.13], [-0.51, 0.00, -0.87], [0.31, -0.05, 0.25], [-0.13, 0.15, 0.27], [0.18, -0.12, 0.01], [0.06, -0.29, -0.18], [-0.09, -0.28, 0.01], [0.53, -0.31, -0.01], [0.31, 0.18, 0.67], [-0.61, -1.15, 0.14], [-0.03, 0.34, 0.10], [0.34, 0.41, 0.82], [0.32, 0.08, -0.01], [-0.19, 0.56, -0.10], [0.05, 0.02, -0.23], [0.29, -0.41, 0.11], [-0.32, -0.15, -0.01], [0.08, 0.05, -0.10], [0.10, 0.05, 0.05], [0.04, 0.17, -0.08], [0.05, 0.03, -0.06], [0.00, -0.02, -0.01], [0.03, -0.04, -0.06], [0.12, -0.06, 0.12], [0.03, -0.07, -0.01], [0.06, -0.14, 0.02], [0.02, -0.08, 0.01], [-0.07, -0.05, 0.01], [-0.06, 0.09, 0.06], [-0.07, 0.06, -0.16], [0.14, -0.29, -0.45], [-0.63, 0.86, 0.66], [0.37, -0.15, -0.36], [-0.16, 0.06, 0.00], [-0.01, -0.08, -0.02], [0.11, 0.05, 0.02], [-0.05, -0.16, 0.02], [-0.18, -0.16, 0.24], [0.01, -0.39, 0.01], [0.07, -0.05, -0.03], [0.06, -0.08, -0.06], [0.13, 0.02, -0.05], [0.03, 0.18, -0.10], [-0.51, 0.68, 0.15], [0.21, -0.74, -0.44], [1.02, -0.38, -0.54], [-0.23, 0.12, -0.20], [0.13, 0.14, 0.20], [-0.03, -0.02, -0.03], [0.05, -0.11, 0.01], [0.03, 0.11, 0.20], [0.50, -0.09, 0.33], [0.17, 0.13, 0.42], [0.04, -0.06, -0.05], [0.04, 0.00, -0.09], [-0.07, 0.03, -0.01], [-0.17, 0.07, -0.04], [0.08, -0.11, 0.67], [0.10, 0.32, -1.41], [-0.02, -0.41, 0.29], [0.89, -0.68, -0.04], [0.24, 0.40, 0.62], [-0.68, -0.24, -0.03], [0.02, 0.05, -0.11], [-0.06, -0.02, 0.14], [-0.14, 0.08, 0.12], [-0.04, -0.10, 0.03], [-0.14, 0.17, -0.48], [0.08, 0.01, 0.07], [0.09, 0.07, -0.06], [-0.09, 0.00, 0.05], [-0.03, -0.04, 0.04], [0.01, -0.03, 0.00], [0.06, -0.02, -0.05]], "lowdin_charge": [1.933, -0.040, -0.254, -0.029, -0.028, -0.248, -0.050, -0.174, -0.001, -0.020, -0.259, -0.046, 0.022, -0.053, -0.248, -0.259, -0.548, 0.165, 0.178, 0.179, -0.534, 0.170, 0.170, 0.175, -0.058, 0.036, -0.239, -0.353, -0.509, 0.176, 0.121, 0.178, -0.565, 0.137, 0.171, 0.182, 0.076, 0.084, 0.080, 0.120, 0.123, 0.112, 0.114, 0.074, 0.084, 0.082, 0.122, 0.122, 0.741, -1.100, -0.096, -0.276, -0.021, -0.076, -0.089, -0.095, -0.464, 1.055, 0.091, 0.108, 0.101, 0.106, 0.118, -0.531, -0.296, -0.161, -0.012, -0.076, -0.077, -0.122, -0.512, 0.761, 0.121, 0.102, 0.104, 0.092, 0.071, -0.591, -0.188, -0.244, 0.058, -0.123, -0.143, -0.129, 0.044, 0.182, 0.151, 0.133, 0.130, 0.119, 0.124, 0.119, 0.119], "spin_multiplicity": 1, "energy_ha": -4579.50477, "relative_energy_kj_mol": 192.3, "homo_energy_ev": -7.424, "gap_ha": 0.2051}